{
  "formula": "C21H62N4O8",
  "method": "ωB97M-V/def2-TZVPD",
  "total_energy_ha": -1656.95040,
  "homo_ha": [-0.5892, -0.5892],
  "charge": 3,
  "homo_lumo_gap_ha": [0.2203, 0.1957],
  "spin_multiplicity": 2,
  "symbols": ["H", "O", "C", "H", "H", "H", "O", "H", "H", "N", "O", "H", "H", "H", "H", "H", "C", "H", "C", "O", "H", "O", "H", "C", "H", "H", "H", "H", "N", "H", "H", "H", "H", "H", "C", "H", "H", "C", "H", "H", "C", "H", "C", "H", "H", "H", "H", "O", "H", "O", "H", "C", "H", "H", "H", "H", "C", "H", "H", "C", "H", "H", "H", "C", "H", "C", "H", "H", "C", "C", "C", "H", "H", "H", "H", "H", "H", "H", "H", "C", "H", "H", "H", "N", "H", "H", "C", "H", "H", "C", "C", "N", "C", "H", "O"],
  "xyz": [[-1.380482, 2.421384, 0.279771], [-1.300087, -0.940269, 4.064675], [-0.169776, -1.260464, -2.222039], [-4.098048, -1.469662, -3.823401], [-3.042302, -0.997442, -5.119328], [-4.142678, -3.993056, -3.571964], [3.044666, 3.725079, -3.004099], [-1.032377, 1.833785, 3.201116], [-1.659727, -2.651139, -2.752827], [-1.766821, 3.029639, 5.363302], [-2.914770, -4.703131, -1.981877], [-3.820240, 0.298037, -4.124850], [-2.202157, 3.067744, 6.273877], [-3.255136, 4.667830, 3.997257], [0.780237, -3.711961, 2.403195], [-0.825801, -0.361394, 4.665971], [2.608899, 3.157843, -0.663552], [-2.265457, -2.180937, 1.233083], [-3.758008, 3.715283, 4.164210], [1.912493, -0.393691, 4.189565], [-3.553724, -5.546419, -3.787814], [-2.379816, -0.599354, -3.135998], [6.021143, 1.303704, -2.440092], [3.767815, 1.212008, -3.710003], [-1.165800, 2.222781, 5.451927], [-4.465870, 3.613326, 3.341630], [5.781090, 2.582595, -1.255056], [-0.785917, -3.317717, -0.467159], [-0.335426, -1.499390, -0.754389], [3.446178, 0.017420, 0.763966], [1.394470, -1.626226, -3.690566], [3.756560, 4.870288, -0.644347], [5.502986, 2.872640, -3.004816], [0.698368, -2.389664, 1.628569], [3.851176, 0.433180, -1.280432], [-0.997509, -4.766527, -1.022018], [-2.816169, -5.129863, 0.653972], [4.024583, 1.637752, -2.251861], [-3.219303, -2.779839, -1.206829], [-1.171321, -1.836112, 4.384818], [-2.518407, -3.209293, 1.491135], [-1.043771, -0.872767, -0.399882], [-2.405755, -4.208937, 0.239791], [1.263481, 4.646668, -1.319790], [-1.336611, 0.762884, 1.004220], [-0.868950, -0.888923, 3.208476], [-3.114586, 1.736493, 4.561336], [-2.694021, 1.948297, 1.937707], [-4.352815, 3.875015, 5.063532], [0.832123, -3.334322, 1.522119], [-2.654056, 1.289121, 0.069434], [5.399110, 2.161704, -2.185128], [-1.082386, -1.884557, -4.125055], [1.339857, 0.197869, 4.683268], [4.196929, 1.871447, -4.464392], [-1.527829, 3.350954, 2.412859], [1.076554, -2.060848, -2.742861], [0.780960, -3.109133, -2.785397], [2.242103, 3.516039, -3.487612], [-3.386761, -0.702047, -4.128271], [-3.585706, -3.245242, 1.709509], [1.972851, -1.228771, 4.659257], [0.439154, 3.074722, -1.094501], [3.699388, 4.041054, 0.060790], [-0.032068, -0.190659, -2.379072], [-3.327105, -3.832829, -0.946633], [0.822948, 3.989764, 0.310121], [-0.113046, -0.269108, 1.622871], [2.414061, 1.894960, 0.275651], [-1.883352, 2.454960, 2.921676], [-3.940627, -4.899151, -3.000761], [2.729913, 1.023628, -3.984535], [4.486155, 1.364082, 0.588614], [1.994796, -2.009314, -2.157814], [3.000719, -0.195736, -1.543653], [-4.898085, -5.305841, -2.675225], [4.702564, -0.242437, -1.198110], [0.489746, -1.029471, -0.410343], [3.450239, 4.419315, 1.052222], [3.607759, 0.897984, 0.142202], [1.535185, -0.617474, 3.335658], [4.282045, 0.264822, -3.872777], [0.170629, -3.695354, 0.927413], [-0.997432, -4.253659, -0.151927], [-4.383520, -3.927752, -0.695462], [1.444455, 1.437319, 0.471951], [1.185579, 3.759289, -0.691621], [2.593067, 2.333014, 1.257566], [4.658662, 3.559189, 0.249778], [-1.360302, -1.660557, -3.095155], [-2.662516, 2.684559, 4.269943], [2.992714, 2.722444, -2.036613], [-1.939462, 1.649834, 0.809259], [-2.076529, -3.628814, 2.394932], [0.316010, -0.952495, 2.173717]],
  "forces_ev_per_a": [[0.2159, 0.4976, 0.7159], [-1.9931, -0.0590, 2.9495], [0.6511, -0.0610, -0.9582], [-0.3933, 0.1524, -0.0124], [0.4329, 0.2634, -0.0640], [-0.0247, 0.5315, 0.4363], [-0.1776, -1.4404, 1.7888], [0.6823, -0.7197, -0.2614], [-0.9302, -0.0103, 0.3699], [1.2589, -0.1036, -0.5162], [-1.4837, -0.0230, -0.8004], [-0.3053, -0.3064, -0.3413], [-0.6102, 0.3491, -0.0776], [-0.0014, 0.2397, -0.0417], [-0.0744, -0.8062, 0.1007], [-0.3893, 0.7006, 0.5207], [-2.0565, -2.2079, 2.2917], [0.3049, -0.0169, 0.1927], [0.0343, 1.2255, -0.4258], [1.5074, 0.1366, 1.8743], [0.3063, -0.3572, 0.4963], [2.0141, -1.2739, 0.9196], [0.1563, 0.0553, -0.0024], [0.4411, -0.8466, -0.5657], [0.6814, -0.0832, 0.2598], [0.1956, -0.4854, -0.0458], [-0.3464, -0.0812, -0.0257], [-0.1105, 0.6953, -0.3906], [0.4019, 0.6518, -0.6867], [-0.1956, -0.0935, 0.0694], [-0.3881, -0.4922, -0.3315], [0.8210, 0.4015, 0.4174], [0.3897, 0.2541, 0.2761], [-0.6335, 2.8995, 0.0688], [-0.9570, 0.5951, 0.8277], [0.5671, -0.7495, -0.1373], [0.6791, -0.4560, -0.3202], [-1.9739, -1.4752, -0.9923], [0.3117, 0.3178, -0.3133], [-0.5055, -0.9576, 0.3196], [-1.5328, -1.1760, -1.6598], [-0.7976, -0.0086, -0.2053], [-0.6571, 1.6185, 1.9543], [-0.6625, 0.2929, 0.2500], [0.6680, -0.0242, 0.0920], [2.3229, 0.0038, -3.8276], [-0.3609, -0.5346, -0.6528], [-0.4080, -1.0856, -0.3052], [0.1772, -0.4466, 0.1810], [2.8428, -0.6779, 1.5841], [-0.1068, 0.0397, -0.1419], [1.6490, 0.9742, -0.5268], [0.5292, 0.4179, -0.1529], [-0.0471, 0.8754, 0.3124], [-0.0710, 0.2780, 0.2913], [0.7756, 0.7091, 1.1335], [-0.7350, 0.7257, 0.4334], [0.2449, -0.0471, -0.4748], [-0.6044, 0.4557, -1.0092], [-0.1495, -0.3062, 0.5083], [-0.1406, 0.4375, 0.2075], [0.6754, -0.6428, 0.8595], [0.2887, -0.1530, -0.3457], [-0.2967, 0.4702, -1.6266], [0.1953, 0.2046, -0.1198], [0.5840, -0.1347, 0.6200], [0.4275, 0.3040, -0.0038], [0.7476, -0.4072, 0.0863], [2.4648, -0.1799, 0.7581], [-0.6908, 1.9675, 1.5977], [0.6815, 0.1821, -0.7752], [-0.1852, 0.0814, 0.3491], [0.1514, 0.0858, -0.2583], [-0.2574, 0.1037, 0.6394], [-0.1013, 0.1321, -0.4410], [0.2428, -0.0215, 0.6374], [0.3179, 0.3509, -0.8784], [0.5787, -0.2353, 0.4455], [-0.9655, -0.1017, -0.2605], [-0.8274, 0.3396, 0.4120], [-2.0173, -0.0382, -3.5799], [0.0251, -0.1183, 0.1184], [-2.5537, -2.2314, -2.3104], [-0.2483, -0.3608, 0.1907], [-0.0840, -0.4539, 0.1402], [-0.3293, -0.0560, -1.3094], [0.8455, 0.8468, -0.7678], [-0.1283, 0.2365, 0.1398], [-0.1076, -0.1263, -0.6845], [-0.8499, 0.6179, -0.2986], [-1.0692, -0.3410, -0.2895], [2.1250, 0.9191, 1.5196], [-1.5266, -1.2127, -1.2366], [0.5712, 0.0859, -0.0950], [-0.1232, 0.5046, 1.1911]]
}


{
  "formula": "C21H63AgB2F3N5O9SV",
  "method": "ωB97M-V/def2-TZVPD",
  "total_energy_ha": -3626.73356,
  "homo_ha": [-0.4324, -0.4324],
  "charge": 1,
  "homo_lumo_gap_ha": [0.3290, 0.1556],
  "spin_multiplicity": 3,
  "symbols": ["C", "H", "H", "H", "O", "H", "H", "C", "H", "H", "O", "C", "H", "C", "H", "N", "O", "H", "C", "H", "S", "H", "F", "H", "C", "H", "H", "O", "H", "O", "O", "H", "C", "O", "H", "C", "C", "C", "H", "H", "H", "B", "H", "V", "H", "F", "H", "H", "H", "B", "H", "C", "H", "N", "H", "H", "H", "H", "H", "N", "H", "H", "H", "H", "C", "H", "H", "H", "H", "H", "C", "C", "C", "H", "O", "H", "C", "H", "F", "H", "N", "H", "C", "H", "H", "H", "O", "H", "H", "H", "H", "H", "C", "H", "Ag", "C", "C", "H", "H", "H", "H", "H", "H", "C", "H", "N"],
  "xyz": [[-0.136090, 4.868604, -1.204467], [1.910904, 1.070868, 0.736946], [-2.679559, -1.896818, 2.628122], [1.681659, 2.853306, -5.154806], [0.716977, 4.541864, -0.094665], [-3.649700, -4.379724, 1.948039], [0.022400, 0.922941, -8.668283], [1.970832, -0.252719, 4.738956], [3.230393, 1.426562, 8.342918], [0.677500, -2.887815, -3.739236], [2.700667, -0.295157, 7.218449], [3.580567, 3.803666, 1.390793], [-0.062745, -2.991492, -2.371704], [3.016064, -3.552499, -3.188523], [1.733443, 0.690865, 8.757093], [0.364763, 0.739108, -3.722529], [-1.797758, 1.432096, 0.061556], [0.479716, 0.795814, 4.073225], [-0.641598, 1.114812, -7.825436], [2.181803, 3.488948, -1.005659], [-2.409928, -1.690137, -2.431676], [2.234054, 1.394321, 6.087841], [-4.778555, -0.999153, -3.328555], [2.849650, 1.388806, 2.049732], [-0.915069, 1.765004, -5.539606], [-5.990433, 1.042629, 0.563651], [2.459135, -2.405616, 1.520943], [-4.103438, 0.151065, 0.695869], [1.387416, -1.173047, 4.765815], [-2.608744, -0.759673, -1.282245], [3.113001, -2.583691, -0.517678], [-4.431641, -3.215390, 2.961928], [1.804931, -3.721366, -2.296205], [-1.739433, -1.062798, -3.581482], [1.322210, 0.316028, 2.805468], [-5.019437, 1.021781, 0.068851], [2.260175, 3.001737, 1.068301], [3.329870, -2.403080, 0.865272], [4.305395, 3.756048, 0.578120], [4.049589, 0.200818, 4.330998], [3.808423, -4.234834, -2.880815], [-1.834732, 0.943006, 2.975679], [3.484663, -0.868207, 3.179910], [-1.848761, -0.005740, 0.735504], [1.794242, 2.964545, -3.431382], [-4.907083, -2.642152, -1.973295], [3.322214, 4.814800, 1.705380], [-2.140721, 0.955522, 4.010303], [1.534851, 3.174983, 1.863278], [0.328593, -0.418973, 0.294573], [0.179817, 0.399361, 0.981920], [1.080170, 2.980560, -4.254746], [-5.695107, -1.368126, 0.876231], [0.835046, -2.730924, -2.754013], [-1.999218, -2.945725, 1.697734], [1.283901, -3.333894, -0.254397], [-0.347812, -1.233443, 0.502794], [-0.859870, 5.626000, -0.903465], [-0.860420, 4.099182, -1.471752], [1.426760, 0.666036, 3.747095], [1.455762, -4.732453, -2.505651], [0.050849, -0.008146, -0.663708], [-1.512609, -0.059335, 2.739492], [4.073280, 3.235346, 2.179688], [2.740935, 0.455254, 8.414263], [2.795396, -3.720616, -4.242630], [1.375928, -0.678414, 0.289334], [0.631826, 3.972646, -4.201319], [-1.349309, 2.720805, -5.832815], [-2.708453, 1.170791, 2.384929], [2.178928, -3.639753, -0.796131], [-0.133577, 1.979899, -4.190867], [-4.746133, -1.039899, 1.300287], [-4.666015, 2.050578, -0.000295], [-1.754034, -2.908524, -2.006546], [0.801586, 2.475263, -0.362645], [1.946431, 0.347932, 6.189942], [0.906176, 0.331438, 6.515053], [-4.196271, -2.989145, -4.030916], [0.488652, 5.181862, -2.040926], [-2.458240, -2.047103, 1.654197], [4.104379, -3.017447, 1.324389], [3.375304, -0.651004, 4.242436], [-1.637288, 0.962202, -5.391261], [-4.916932, -0.720354, 2.328302], [-1.189196, 2.018446, -8.093205], [0.006216, 1.287655, -6.560402], [-1.305724, 0.252382, -7.768633], [3.503183, -2.586426, -3.056205], [-0.791652, 2.383289, -3.421251], [3.642242, -1.361310, 0.937601], [0.736645, 0.442637, -4.613548], [-4.317877, -3.518946, 1.921249], [-5.255650, 0.681927, -0.939512], [1.873763, -0.462044, -1.954029], [1.466083, 3.323902, -0.200300], [-4.198291, -2.131162, -2.999417], [2.482212, -4.641714, -0.492471], [-5.281412, -3.780964, 1.484154], [-3.705831, -2.498260, 0.109723], [-0.353469, 0.039015, -3.603762], [3.282552, -0.087554, 9.188934], [-1.138910, 1.707160, 2.665621], [-3.782883, -2.303537, 1.179412], [3.799142, -1.424304, 4.883115], [2.678342, 1.628488, 1.083655]],
  "forces_ev_per_a": [[-0.0747, -0.2667, 0.3875], [-0.0223, -1.3089, -0.9999], [0.7952, 0.6121, 0.7754], [-0.2475, 0.0966, -0.1754], [-0.0359, -0.6799, 0.8245], [0.0583, 0.0700, -0.4987], [0.6431, 0.0272, 0.5650], [2.0246, -1.4809, -0.3415], [0.2854, 0.1137, -0.5687], [0.2481, 0.2850, -0.3992], [0.3910, -0.1458, -1.2181], [-0.8195, -0.4635, 0.1943], [-0.2947, 0.4611, 0.3415], [1.1649, -0.3031, 0.4502], [-0.2466, -0.2387, 0.1813], [1.5858, -1.9460, -0.1464], [-0.3546, -1.7325, 0.9368], [-0.5474, 0.9517, -0.5066], [-0.3326, -0.0140, 0.3833], [0.0725, -0.5474, -0.4183], [1.4103, 0.8711, 0.0229], [0.2375, 0.2447, 0.0961], [-0.2429, 0.3789, -0.5566], [1.1806, -0.6406, 0.7777], [1.5232, 0.0551, 0.1621], [0.1666, -0.0581, 0.5447], [-0.5478, -0.5679, -0.3798], [-0.3457, -1.9534, 0.6888], [-0.2639, -0.1700, 0.0194], [-0.1317, -0.7503, -0.7729], [-0.2313, -0.9167, -0.1865], [-0.3936, -0.1370, 0.2080], [1.1978, 0.1456, -0.6497], [-1.7321, -0.7652, 0.9814], [-0.0825, -0.9444, 0.2873], [-0.8294, 0.3905, -0.8929], [1.8757, 1.0274, -1.3281], [0.3687, 1.3414, 0.2841], [-0.4227, 0.3171, -0.3391], [0.0590, 0.3165, 0.4055], [-0.0183, -0.3444, -0.1789], [0.1642, 0.6407, -0.2918], [-0.6496, -0.6184, -0.0015], [-1.4985, 3.3220, -1.3131], [-0.3751, -0.6188, 0.3555], [0.4980, -0.2168, -0.4029], [0.3004, -0.1165, -0.1130], [-0.8948, -0.1501, 3.6937], [-0.1469, -0.2373, 0.9029], [0.7604, -0.1192, -0.5823], [-0.3957, 3.0650, 2.7809], [-1.1134, 0.1759, -0.5611], [0.0390, 0.6017, -0.4867], [0.3132, 0.1562, 0.8252], [0.6563, -0.0493, -0.5172], [-0.3730, -0.4593, 0.2007], [-1.8916, -3.5428, 0.9420], [0.7585, 0.5835, 0.2987], [0.5794, -0.8466, -0.1663], [-0.5425, 0.7119, 1.0170], [-0.3102, -0.2165, 0.3870], [-0.9224, 1.4961, -3.7824], [1.8013, -4.2000, -0.9717], [-0.0307, 0.4406, 0.4591], [-0.3021, 0.3500, 0.2634], [-0.0731, 0.0445, 0.0750], [3.7035, -1.4897, 0.4058], [0.2708, 0.2602, -0.5044], [-0.3010, -0.0840, -0.2305], [-3.5746, 0.7860, -2.0972], [-1.0440, 0.7925, -0.7930], [0.3538, 1.7658, 0.1742], [1.7674, -0.4041, 0.3030], [0.4636, -0.2712, 0.2739], [-1.2563, -0.4654, 0.1923], [-0.2178, -0.1343, -0.4426], [-0.3138, 0.3836, -0.3051], [-0.3443, 0.1750, -0.0466], [0.0526, 0.6522, 0.8697], [-0.2850, 0.0385, -0.1636], [0.0509, 0.9558, 0.7742], [0.0305, -0.3514, -0.3869], [0.4704, 0.7169, 1.0110], [-0.4562, 0.2931, 0.1587], [-0.0324, -0.3838, 0.2738], [-0.2688, 0.0185, 0.0756], [-0.0569, 0.5642, 0.2110], [-0.3423, 0.0546, -0.0185], [-0.3033, 0.3524, -0.1362], [-0.4932, 0.0757, -0.2464], [0.4772, 0.0651, 0.1082], [1.1081, -0.9789, -0.0957], [-0.8555, 0.7287, -0.0084], [0.3134, -0.1383, -0.2181], [-1.0471, -0.3976, -0.5462], [-0.1848, 1.2005, -0.5969], [0.8724, -0.0963, 0.5183], [0.5006, 0.1775, 0.3153], [-0.0347, -0.3631, 0.3351], [-0.1496, -0.1354, 0.0424], [-0.6187, 0.1356, 0.3611], [-0.1823, -0.3189, -0.2688], [2.9607, 2.6711, -0.6978], [-1.7254, 0.0196, -1.4211], [0.0169, -0.1707, -0.3223], [-2.7470, 1.7730, 1.1709]]
}


Q: Number 2 is which compound?
A: C21H63AgB2F3N5O9SV


Q: Which of these has the lowest charge?
A: C21H63AgB2F3N5O9SV


Q: What is the formula in the second record?
A: C21H63AgB2F3N5O9SV